Density functional theory data (ωB97M-V/def2-TZVPD) for a structure of composition C31H59BBrCl2F4N9PSiYb in a non-equilibrium geometry.

Electronic energy = -7417.5977 hartree
Spin multiplicity = 2
⟨S²⟩ = 0.75
HOMO level (alpha / beta) = -13.00 / -13.00 eV
Total charge = +2
Kohn-Sham gap (alpha / beta) = 8.32 / 6.60 eV

Geometry as XYZ:
```
110
Properties=species:S:1:pos:R:3:lowdin_spin:R:1
H -16.06 -16.10 7.32 0.000
H -16.27 -9.85 5.65 0.000
H -18.76 -12.72 6.46 0.000
N -13.62 -7.88 12.18 0.000
C -11.45 -11.75 13.59 0.000
H -14.07 -15.50 8.48 0.000
C -13.44 -11.56 12.62 0.000
Cl -10.65 -8.84 6.97 0.000
C -17.63 -11.52 9.52 0.000
H -13.61 -6.03 13.24 0.000
H -17.46 -15.10 6.99 0.000
C -8.93 -10.60 12.80 0.000
H -18.81 -9.87 7.98 0.000
H -8.94 -9.66 5.67 0.000
H -13.63 -11.90 4.44 0.000
H -13.25 -11.75 6.12 0.000
H -13.75 -13.37 5.42 0.000
C -17.95 -10.27 7.46 0.000
H -8.54 -10.02 17.85 0.000
C -9.02 -9.52 6.77 0.000
C -13.88 -12.28 5.43 0.000
N -12.93 -7.80 9.48 0.000
H -17.22 -14.16 9.52 0.000
N -11.93 -13.00 13.44 0.000
H -18.03 -10.22 6.36 0.000
C -11.27 -14.23 13.77 0.000
H -15.62 -12.26 3.60 0.000
C -18.69 -12.58 7.55 0.000
C -14.76 -8.14 11.20 0.000
H -16.01 -15.51 9.65 0.000
C -17.60 -11.64 8.01 0.000
H -13.72 -14.54 6.98 0.000
H -6.44 -10.51 10.70 0.000
H -6.96 -11.79 14.15 0.000
H -10.13 -10.83 18.38 0.000
H -14.78 -6.71 9.51 0.000
C -15.66 -14.15 7.91 0.000
H -17.04 -12.25 10.12 0.000
C -9.48 -10.52 17.54 0.000
F -9.49 -11.78 9.06 0.000
C -16.17 -14.44 9.37 0.000
H -17.18 -11.91 4.40 0.000
H -13.05 -5.71 9.46 0.000
H -11.85 -6.97 15.80 0.000
C -7.36 -10.34 11.25 0.000
N -9.30 -9.56 12.09 -0.001
H -14.34 -11.10 12.17 0.000
H -12.06 -6.33 8.16 0.000
B -10.44 -12.14 9.93 0.000
H -11.29 -6.79 13.40 0.000
Br -14.30 -11.05 8.89 0.000
Si -15.82 -12.22 7.53 0.000
H -16.05 -14.96 5.98 0.000
C -16.20 -12.43 4.51 0.000
H -16.39 -13.50 4.57 0.000
H -19.64 -12.17 7.83 0.000
F -11.31 -10.83 10.05 -0.001
H -10.13 -6.34 9.41 0.000
H -13.84 -13.71 12.53 0.000
C -11.65 -6.35 12.44 0.000
C -15.34 -11.89 5.66 0.000
F -11.27 -13.07 9.35 0.000
C -14.16 -14.52 7.99 0.000
C -15.33 -10.34 5.48 0.000
H -13.95 -8.26 13.06 0.000
N -10.21 -9.63 16.63 0.000
C -13.16 -6.50 12.35 0.000
N -10.92 -8.69 14.75 0.000
C -13.23 -12.89 12.84 0.000
N -10.77 -6.87 11.35 -0.001
P -9.84 -11.24 14.32 0.000
H -11.97 -14.89 14.20 0.000
C -11.30 -7.90 15.85 0.000
H -15.05 -10.12 4.49 0.000
C -14.43 -7.70 9.77 0.000
C -6.89 -12.05 13.07 0.000
Cl -7.70 -8.49 7.38 0.000
C -10.30 -9.73 15.28 0.000
N -7.74 -11.12 12.35 0.000
H -9.20 -11.40 16.94 0.000
H -15.70 -7.60 11.48 0.000
H -17.26 -10.54 9.82 0.000
H -14.63 -9.85 6.18 0.000
C -10.82 -8.41 17.04 0.000
H -15.58 -13.82 10.07 0.000
H -15.00 -8.41 9.15 0.000
H -7.24 -13.07 12.94 0.000
H -12.82 -8.38 8.65 0.000
H -18.64 -11.68 9.83 0.000
H -17.16 -9.59 7.81 0.000
H -11.49 -5.27 12.54 0.000
H -5.85 -11.96 12.69 0.000
Yb -11.61 -9.19 11.52 1.003
H -13.48 -5.86 11.51 0.000
H -11.00 -5.06 10.21 0.000
H -9.83 -6.58 11.62 0.000
F -10.05 -12.35 11.20 0.000
H -8.97 -10.47 7.34 0.000
H -13.56 -13.85 8.59 0.000
C -8.32 -9.43 11.07 0.000
H -18.52 -13.58 8.00 0.000
H -8.34 -8.63 10.36 0.000
H -10.93 -8.15 18.06 0.000
C -12.29 -6.48 9.24 0.000
N -12.34 -10.82 13.12 -0.001
H -10.93 -14.76 12.85 0.000
C -16.36 -15.12 6.99 0.000
H -14.97 -9.23 11.26 0.000
C -11.01 -6.17 10.05 0.000
H -10.42 -13.99 14.47 0.000
```